[1]
Below is a 2-piece molecular cluster, C18H22ClO5 overall at a distorted geometry, with properties calculated with the ωB97M-V functional and the def2-TZVPD basis.

Multiplicity: 1
F_max: 3.0 eV Å⁻¹
Frontier orbital gap: 5.7611 eV
Net charge: -1

CARTESIAN COORDINATES (ANGSTROEM)
C (0.96, 3.97, -2.25)
C (-0.32, 4.76, -2.12)
O (-1.24, 3.94, -1.41)
C (-0.54, 2.77, -0.99)
C (-0.40, 2.81, 0.60)
C (0.09, 1.49, 1.13)
C (-1.03, 0.47, 0.76)
O (-2.03, 0.26, 1.46)
C (-0.91, 0.25, -0.77)
C (-1.42, 1.52, -1.41)
O (0.72, 2.70, -1.59)
H (1.20, 3.77, -3.30)
H (1.79, 4.48, -1.74)
H (-0.18, 5.69, -1.54)
H (-0.77, 5.01, -3.08)
H (0.27, 3.65, 0.83)
H (-1.40, 3.05, 0.98)
H (1.03, 1.22, 0.60)
H (0.27, 1.52, 2.21)
H (0.15, 0.09, -1.03)
H (-1.49, -0.63, -1.06)
H (-2.45, 1.73, -1.07)
H (-1.41, 1.47, -2.51)
C (4.41, -0.74, 1.85)
C (3.42, -1.08, 0.78)
O (2.12, -1.17, 1.40)
C (1.17, -1.61, 0.53)
C (-0.17, -1.62, 1.14)
C (-1.05, -2.68, 0.81)
C (-1.09, -3.23, -0.51)
C (-2.01, -4.22, -0.86)
Cl (-1.97, -4.90, -2.45)
C (-2.99, -4.65, 0.05)
C (-3.01, -4.10, 1.35)
C (-2.06, -3.15, 1.72)
O (1.44, -1.83, -0.66)
H (5.36, -0.46, 1.38)
H (4.07, 0.08, 2.49)
H (4.60, -1.60, 2.50)
H (3.37, -0.29, 0.02)
H (3.67, -2.03, 0.31)
H (-0.26, -1.22, 2.15)
H (-0.33, -2.90, -1.22)
H (-3.77, -5.35, -0.28)
H (-3.76, -4.46, 2.07)
H (-2.03, -2.77, 2.75)

[2]
Below is C6H24BN10O8Pd2 as an isolated structure at a distorted geometry, with properties calculated with the ωB97M-V functional and the def2-TZVPD basis.

Multiplicity: 5
F_max: 1.7 eV Å⁻¹
Expectation value of S²: 6.011
Frontier orbital gap (spin up / spin down): 7.3794 / 5.0502 eV
Net charge: +1

CARTESIAN COORDINATES (ANGSTROEM)
Pd (-1.32, -1.36, 1.00)
Pd (3.29, -1.70, 0.85)
B (-1.39, -3.20, 2.40)
H (-1.06, -3.54, 1.27)
H (-0.51, -2.74, 3.05)
H (-2.26, -2.37, 2.28)
H (-1.81, -4.19, 2.91)
C (1.03, -0.35, 0.18)
O (0.88, -1.22, 1.11)
O (-0.08, 0.02, -0.35)
O (2.22, -0.04, -0.16)
C (-3.32, 0.95, 0.20)
O (-3.06, -0.27, 0.25)
N (-4.59, 1.38, 0.34)
N (-2.35, 1.86, 0.01)
H (-5.29, 0.66, 0.36)
H (-4.84, 2.33, 0.18)
H (-2.56, 2.84, -0.03)
H (-1.42, 1.54, -0.23)
C (-0.99, 0.62, 3.52)
O (-1.69, -0.08, 2.76)
N (-1.53, 1.23, 4.60)
N (0.34, 0.81, 3.31)
H (-2.50, 1.15, 4.85)
H (-0.91, 1.55, 5.32)
H (0.88, 1.30, 4.00)
H (0.79, 0.20, 2.65)
C (3.50, 3.36, -0.14)
O (4.04, 4.43, -0.27)
N (4.12, 2.25, 0.38)
N (2.19, 3.15, -0.53)
H (3.65, 1.37, 0.38)
H (5.10, 2.32, 0.57)
H (1.77, 3.93, -0.99)
H (1.83, 2.22, -0.61)
C (1.73, 0.52, -3.83)
O (1.83, 0.63, -5.03)
N (2.59, -0.27, -3.09)
N (0.76, 1.17, -3.10)
H (2.59, -0.21, -2.09)
H (3.42, -0.56, -3.58)
H (0.09, 1.71, -3.61)
H (0.68, 0.92, -2.13)
C (-0.93, -2.94, -1.91)
O (-1.52, -2.59, -0.87)
N (0.04, -2.18, -2.46)
N (-1.24, -4.09, -2.55)
H (0.44, -2.35, -3.36)
H (0.20, -1.26, -2.07)
H (-0.79, -4.20, -3.44)
H (-1.99, -4.71, -2.30)